# 1
Here is a single C5H8N2 molecule from the Open Molecules 2025 dataset. Energies are from the ωB97M-V functional and the def2-TZVPD basis.

Summary:
HOMO level in eV: -7.3
Net charge: 0
Gap between HOMO and LUMO in eV: 8.1
SMILES: CC1=C=C(N)CN1
Spin multiplicity: 1

```
15
Properties=species:S:1:pos:R:3:nbo_charge:R:1
C 2.3227 -0.6499 0.1373 -0.67
C 0.9080 -0.2961 0.0059 0.21
C -0.1415 -1.1333 -0.3531 -0.46
C -1.2417 -0.2409 -0.2504 0.20
N -2.5505 -0.5700 -0.4609 -0.80
C -0.8072 1.1024 0.1852 -0.28
N 0.5482 1.0153 0.2666 -0.58
H 2.8734 -0.1730 0.9594 0.21
H 2.4410 -1.7266 0.2843 0.25
H 2.9189 -0.4286 -0.7587 0.23
H -1.1385 1.2972 -0.9929 0.25
H -3.2371 -0.2018 0.1901 0.38
H -2.6898 -1.5550 -0.6504 0.40
H -1.3437 1.8102 0.8072 0.24
H 1.1379 1.7502 0.6305 0.41
```

---

# 2
Here is a single C4H4O2S2 molecule from the Open Molecules 2025 dataset. Energies are from the ωB97M-V functional and the def2-TZVPD basis.

Summary:
HOMO level in eV: -9.3
Net charge: 0
Gap between HOMO and LUMO in eV: 7.5
SMILES: O=CC(=S)[C@@H](S)C=O
Spin multiplicity: 1

```
12
Properties=species:S:1:pos:R:3:nbo_charge:R:1
C -2.8892 -1.1869 -0.5716 0.37
C -0.1640 0.3939 -1.4630 0.47
C -2.2350 0.0278 0.0473 -0.17
C -0.7951 0.1249 -0.0728 -0.55
O -2.2621 -2.2155 -0.4646 -0.49
O 0.9697 0.7238 -1.5789 -0.48
S -3.0971 1.2436 0.7490 0.14
S 0.1699 -1.1623 0.8384 -0.01
H -3.8265 -1.0899 -1.1381 0.16
H -0.9483 0.1648 -2.3368 0.10
H -0.4042 1.0157 0.3236 0.28
H -0.1454 -2.4639 0.2435 0.19
```

---

# 3
Here is 13 unconnected molecules or ions with the total composition C54H129Br12N7 from the Open Molecules 2025 dataset. Energies are from the ωB97M-V functional and the def2-TZVPD basis.

Summary:
HOMO level in eV: -8.2
Net charge: 0
Gap between HOMO and LUMO in eV: 8.4
Spin multiplicity: 1

```
202
Properties=species:S:1:pos:R:3:lowdin_charge:R:1
Br 12.5038 17.0597 15.0887 0.73
C 10.8675 18.0781 15.2211 -0.70
C 10.9701 19.0675 16.3102 -0.68
Br 9.3428 20.2214 16.3932 0.59
H 10.0355 17.4016 15.4187 0.07
H 10.7261 18.6097 14.2980 0.04
H 11.7715 19.8017 16.1445 0.03
H 11.1567 18.6391 17.2542 0.04
Br 16.2683 10.8607 7.5219 0.67
C 16.7663 12.5697 8.1084 -0.77
C 15.9959 12.9721 9.3806 -0.65
Br 16.2833 14.8990 9.8085 0.68
H 16.5186 13.2660 7.3003 0.05
H 17.8341 12.4828 8.3015 0.02
H 16.2134 12.3775 10.2013 -0.03
H 14.9267 12.9138 9.1811 0.03
Br 22.3994 19.4180 14.2341 0.74
C 23.4395 19.2398 12.5749 -0.65
C 23.2284 17.9679 11.8177 -0.68
Br 24.6338 17.7965 10.4434 0.62
H 24.4416 19.2503 12.9633 0.04
H 23.1752 20.1334 11.9905 0.03
H 22.2227 17.9351 11.3382 0.03
H 23.2709 17.1325 12.5039 0.02
Br 20.1132 19.9994 10.8523 0.69
C 19.4463 18.6508 9.7535 -0.72
C 17.9899 18.4451 10.0166 -0.69
Br 16.9020 20.0359 9.6144 0.62
H 20.0038 17.7695 10.0469 0.05
H 19.5314 18.9296 8.6971 0.07
H 17.7897 18.0528 11.0267 0.05
H 17.6813 17.7505 9.2974 0.01
Br 21.2129 22.6301 12.5974 0.61
C 20.8535 22.2668 14.4890 -0.78
C 22.0821 22.6143 15.3029 -0.70
Br 21.6454 21.9374 17.0877 0.62
H 20.6227 21.2267 14.6236 -0.06
H 19.9978 22.8635 14.9051 0.06
H 22.2125 23.6972 15.4941 0.07
H 22.9355 22.0346 14.9791 0.00
Br 18.4117 10.4500 10.4311 0.65
C 19.5207 10.6876 12.0292 -0.65
C 18.7653 11.3359 13.2146 -0.65
Br 17.2806 10.1475 13.5072 0.66
H 20.1690 11.4509 11.7037 0.02
H 20.0102 9.7770 12.3334 0.06
H 18.4048 12.3451 13.1413 0.02
H 19.4097 11.1500 14.0563 0.05
C 14.1573 11.8568 11.9942 -0.12
C 13.1983 11.1960 12.9474 -0.24
N 12.3549 12.0614 13.8036 -0.16
C 13.1392 12.9788 14.6912 -0.24
C 12.6821 13.0381 16.1347 -0.08
C 11.3712 12.7543 13.0896 -0.33
C 10.4612 13.5362 13.9389 -0.10
H 13.6040 12.2979 11.1192 0.08
H 14.7867 11.0802 11.5206 0.07
H 14.7820 12.5862 12.5023 0.04
H 12.5250 10.5360 12.3248 0.13
H 13.7862 10.5394 13.5502 0.09
H 14.1737 12.6378 14.6475 0.08
H 13.1309 14.0402 14.3225 0.09
H 13.0877 12.1740 16.7000 0.09
H 13.1045 13.8976 16.5703 0.04
H 11.6001 13.1378 16.2307 0.06
H 10.7662 12.0722 12.5684 0.11
H 11.8496 13.4269 12.3666 0.11
H 10.0633 12.8601 14.7276 0.09
H 9.5962 13.8992 13.3972 0.07
H 10.9996 14.3330 14.4555 0.04
C 11.7767 17.8124 7.0989 -0.09
C 12.1318 17.2877 8.5143 -0.27
N 11.5354 15.9665 8.7626 -0.19
C 12.2012 14.8857 7.9736 -0.24
C 11.2760 13.7000 7.7001 -0.08
C 11.4938 15.6334 10.2262 -0.23
C 10.3394 16.2917 10.9264 -0.06
H 10.6733 17.6822 6.9678 0.08
H 12.3392 17.2187 6.3542 0.06
H 12.0002 18.9073 7.0337 0.08
H 13.2783 17.1739 8.5459 0.13
H 11.8738 17.9797 9.3147 0.10
H 12.5953 15.3003 7.0541 0.09
H 13.1071 14.5827 8.5360 0.09
H 11.8210 12.9530 7.1377 0.06
H 10.8302 13.1911 8.5554 0.07
H 10.4409 14.0611 7.1088 0.07
H 12.5127 15.9204 10.5305 0.10
H 11.5072 14.5545 10.2945 0.09
H 10.2255 15.8718 11.8737 0.03
H 9.4139 16.0807 10.4199 0.08
H 10.3771 17.3556 10.9620 0.06
C 19.0751 10.2313 18.0024 -0.08
C 18.6227 11.5830 18.6015 -0.25
N 18.8196 12.7501 17.7051 -0.19
C 18.7829 13.9349 18.5326 -0.28
C 18.8414 15.2340 17.7333 -0.08
C 18.0284 12.7351 16.4727 -0.22
C 16.4758 12.6036 16.7011 -0.05
H 19.0019 9.3802 18.7361 0.08
H 20.1641 10.2916 17.7435 0.09
H 18.4445 9.9133 17.2078 0.04
H 17.6460 11.4923 18.9829 0.09
H 19.2140 11.8066 19.5047 0.11
H 17.9358 13.9209 19.2316 0.11
H 19.6934 13.8396 19.1519 0.12
H 19.2273 16.0449 18.3733 0.08
H 19.5162 15.0747 16.9131 0.05
H 17.8843 15.5184 17.2675 0.07
H 18.3235 11.9174 15.8922 0.04
H 18.2110 13.6555 15.8557 0.09
H 15.9667 12.7648 15.7875 0.02
H 16.1628 13.4341 17.3332 0.08
H 16.1851 11.6759 17.1193 0.06
C 16.8990 22.2512 13.5747 -0.08
C 17.0391 22.1890 15.0544 -0.23
N 15.8342 22.1584 15.9550 -0.17
C 14.8056 23.1842 15.6990 -0.25
C 15.3261 24.5735 15.9823 -0.09
C 15.3145 20.8317 16.1363 -0.28
C 16.2464 20.1015 17.0832 -0.08
H 17.9161 22.1723 13.2257 0.05
H 16.4714 23.1282 13.1524 0.06
H 16.4295 21.3273 13.0834 0.08
H 17.6391 21.2984 15.3006 0.09
H 17.5552 23.1102 15.4134 0.12
H 13.9970 22.9439 16.3772 0.11
H 14.3969 23.1735 14.6902 0.08
H 15.7528 25.0313 15.1118 0.06
H 16.0001 24.6300 16.8433 0.08
H 14.4294 25.1939 16.1375 0.07
H 14.2897 20.8777 16.5285 0.11
H 15.2620 20.2229 15.2326 0.09
H 15.8308 19.2016 17.4429 0.05
H 17.1409 19.8000 16.5225 0.05
H 16.5690 20.7607 17.9015 0.09
C 24.5485 13.2027 12.8131 -0.08
C 23.2330 13.5710 13.4508 -0.24
N 23.1559 15.0093 13.7737 -0.20
C 24.0699 15.5070 14.7666 -0.25
C 24.0004 14.8381 16.1783 -0.06
C 21.7178 15.3949 14.0090 -0.22
C 20.6691 15.2343 12.8872 -0.05
H 25.3586 13.1388 13.5401 0.07
H 24.9486 13.8655 12.1096 0.06
H 24.5438 12.2602 12.3245 0.06
H 22.3753 13.3484 12.8231 0.09
H 23.0753 12.9394 14.4112 0.14
H 25.0727 15.5229 14.3657 0.11
H 23.7789 16.5555 14.9570 0.09
H 24.5349 15.4773 16.8433 0.06
H 22.9668 14.6944 16.4773 0.06
H 24.4014 13.8530 16.0954 0.05
H 21.7267 16.4110 14.4351 0.08
H 21.3870 14.8408 14.8706 0.09
H 20.9212 15.6999 11.9623 0.06
H 19.7620 15.7658 13.2239 0.06
H 20.4281 14.2205 12.6783 0.04
C 18.3647 18.7223 13.8110 -0.09
C 17.5010 17.5351 14.3187 -0.23
N 16.6066 17.0048 13.2897 -0.19
C 15.5336 17.9127 13.0914 -0.32
C 14.7887 17.8519 11.7758 -0.09
C 16.0739 15.6583 13.6241 -0.20
C 17.1328 14.5583 13.2178 -0.11
H 19.0657 18.3834 13.0408 0.03
H 18.9418 19.1800 14.6231 0.06
H 17.7827 19.5606 13.3941 0.04
H 18.2638 16.8277 14.7248 0.11
H 16.9297 17.8586 15.1917 0.10
H 14.8793 17.9240 14.0212 0.06
H 16.0064 18.9063 13.0016 0.09
H 14.1028 17.0297 11.7242 0.03
H 14.2597 18.7763 11.5428 0.07
H 15.5761 17.6918 11.0408 0.02
H 15.1640 15.5101 13.0022 0.10
H 15.7535 15.6732 14.6660 0.11
H 16.5531 13.5837 13.0824 0.06
H 17.8579 14.4422 14.0450 0.04
H 17.6301 14.6219 12.2557 0.01
C 9.0220 22.8271 12.4994 -0.08
C 10.4210 22.3652 12.1278 -0.29
N 11.5181 23.1204 12.7161 -0.20
C 11.5103 24.5100 12.1348 -0.22
C 12.4714 25.3931 12.9743 -0.09
C 12.8069 22.4674 12.5470 -0.24
C 12.9101 21.1346 13.3593 -0.07
H 8.8210 23.8431 12.0277 0.08
H 8.8155 22.7852 13.5291 0.05
H 8.3826 22.0798 11.9810 0.08
H 10.5347 21.3014 12.3193 0.09
H 10.5611 22.3445 11.0111 0.12
H 11.8237 24.4498 11.0484 0.12
H 10.4374 24.8877 12.1583 0.11
H 13.5225 25.2651 12.8148 0.04
H 12.2606 26.4558 12.7687 0.07
H 12.2718 25.1877 14.0309 0.07
H 13.6984 23.0601 12.8192 0.09
H 12.8909 22.1754 11.5008 0.11
H 13.9630 20.7717 13.2004 0.07
H 12.2729 20.3359 13.0591 0.04
H 12.7977 21.2681 14.4519 0.06
```

---

Q: Which value of HOMO level does entry 2 give?
A: -9.3 eV

---

Q: Among the records above, which one has the lowest HOMO level?
A: C4H4O2S2

---

Q: Look up the net charge of the first one.
A: 0

---

Q: Look up the gap between HOMO and LUMO of the third one.
A: 8.4 eV